Entry 1:
Density functional theory data (ωB97M-V with the def2-TZVPD basis set) for an isolated ion of composition CH3N2OS and charge +1 at a distorted geometry.

The orbital gap is 8.45 eV. As for the energy above the lowest of the compared OMol25 structures with the same formula, charge and spin: 25.1 kcal/mol. Its SMILES is C1=[NH+]OSN1. The calculation puts the HOMO energy at -14.01 eV.

The geometry in ORCA input format:
```
! wB97M-V def2-TZVPD RIJCOSX def2/J DEFGRID3
* xyz 1 1
C 0.002 -0.045 -0.024
N 0.163 -0.325 -1.276
N -1.017 0.690 0.326
O -1.917 0.990 -0.708
S -1.355 0.287 -2.195
H 0.750 -0.396 0.618
H 0.937 -0.318 -1.887
H -1.168 1.110 1.213
*
```

Entry 2:
Density functional theory data (ωB97M-V with the def2-TZVPD basis set) for a 11-piece molecular cluster, H22O11 overall at a distorted geometry.

The orbital gap is 10.59 eV. As for the energy above the lowest of the compared OMol25 structures with the same formula, charge and spin: 30.0 kcal/mol. Its SMILES is O.O.O.O.O.O.O.O.O.O.O. The calculation puts the HOMO energy at -10.84 eV.

The geometry in ORCA input format:
```
! wB97M-V def2-TZVPD RIJCOSX def2/J DEFGRID3
* xyz 0 1
O 11.923 -6.872 -9.351
H 11.329 -7.427 -9.829
H 11.816 -6.993 -8.387
O 11.725 -9.008 -11.250
H 11.655 -8.599 -12.106
H 11.276 -9.817 -11.258
O 8.751 -9.727 -14.375
H 8.417 -9.261 -15.143
H 9.641 -9.381 -14.164
O 14.457 -9.007 -10.862
H 14.697 -8.115 -10.646
H 13.569 -9.012 -11.228
O 11.335 -5.548 -11.836
H 11.723 -5.960 -11.069
H 11.887 -5.760 -12.592
O 9.875 -11.168 -11.601
H 10.588 -11.781 -11.389
H 9.440 -11.599 -12.357
O 13.294 -10.104 -8.693
H 13.570 -9.595 -9.511
H 12.435 -9.842 -8.424
O 9.436 -7.606 -10.123
H 9.042 -7.965 -9.308
H 9.426 -8.293 -10.737
O 12.052 -12.101 -10.325
H 12.494 -11.539 -9.695
H 12.742 -12.633 -10.691
O 11.166 -8.317 -13.863
H 10.718 -7.658 -14.395
H 12.037 -7.911 -13.896
O 8.732 -10.749 -9.082
H 8.892 -10.978 -9.998
H 8.049 -11.341 -8.821
*
```

Entry 3:
Density functional theory data (ωB97M-V with the def2-TZVPD basis set) for C24H44N4O32S8 as an isolated structure at a distorted geometry.

The orbital gap is 10.52 eV. The calculation puts the HOMO energy at -10.62 eV.

The geometry in ORCA input format:
```
! wB97M-V def2-TZVPD RIJCOSX def2/J DEFGRID3
* xyz 0 1
C 8.138 17.852 15.478
C 7.983 17.352 14.116
N 7.814 16.920 13.075
H 8.973 17.327 15.933
H 7.230 17.633 16.064
H 8.316 18.930 15.601
C 11.375 15.896 9.336
C 10.102 16.084 8.610
N 9.104 16.380 8.097
H 11.421 16.737 10.013
H 12.176 15.946 8.573
H 11.473 14.960 9.894
C 16.881 13.014 9.987
C 15.674 13.844 10.170
N 14.682 14.441 10.388
H 16.719 11.978 9.729
H 17.299 12.929 11.032
H 17.500 13.604 9.365
C 7.881 14.099 10.797
C 8.725 13.058 11.436
N 9.425 12.287 11.917
H 6.888 14.041 11.232
H 7.719 13.880 9.769
H 8.289 15.078 10.950
C 9.400 12.200 16.610
C 8.512 12.739 17.796
O 9.386 12.584 18.944
S 9.993 11.194 18.735
O 9.038 10.158 19.025
O 11.272 11.114 19.402
O 10.162 11.177 17.265
H 10.101 12.981 16.241
H 8.797 11.848 15.782
H 7.659 12.023 17.954
H 8.300 13.778 17.835
C 17.137 15.676 15.938
C 17.982 14.536 15.308
O 18.767 13.944 16.398
S 18.686 14.957 17.636
O 19.579 15.996 17.359
O 18.643 14.280 18.894
O 17.228 15.474 17.383
H 16.090 15.659 15.711
H 17.577 16.669 15.817
H 18.580 14.866 14.471
H 17.326 13.733 14.964
C 13.551 15.141 13.740
C 12.504 14.750 12.759
O 11.429 15.669 13.041
S 11.427 15.937 14.554
O 10.439 15.054 15.076
O 11.307 17.318 14.849
O 12.817 15.410 14.906
H 14.122 16.031 13.392
H 14.222 14.281 13.970
H 12.034 13.774 12.923
H 12.865 14.759 11.701
C 12.095 10.571 12.569
C 12.637 11.182 13.798
O 13.001 10.041 14.629
S 12.054 8.819 14.247
O 10.939 8.767 15.177
O 12.865 7.633 14.134
O 11.463 9.273 12.898
H 12.849 10.353 11.838
H 11.300 11.160 12.142
H 11.892 11.763 14.382
H 13.499 11.855 13.629
C 11.498 14.920 19.650
C 11.452 15.271 18.217
O 10.134 15.716 18.053
S 9.411 16.058 19.449
O 8.369 15.093 19.661
O 9.029 17.444 19.435
O 10.635 15.867 20.350
H 12.494 14.815 20.048
H 11.016 13.923 19.710
H 11.645 14.420 17.578
H 12.032 16.148 17.955
C 17.245 10.096 15.496
C 16.340 9.242 14.634
O 15.828 10.086 13.578
S 16.690 11.380 13.591
O 15.842 12.454 13.220
O 17.934 11.136 12.890
O 16.998 11.511 15.072
H 18.294 9.861 15.272
H 17.085 10.079 16.601
H 15.425 8.917 15.121
H 16.888 8.426 14.097
C 14.408 10.828 18.281
C 14.840 12.001 19.039
O 14.411 13.126 18.223
S 14.199 12.714 16.778
O 15.015 13.512 15.927
O 12.795 12.625 16.525
O 14.742 11.232 16.869
H 13.328 10.685 18.256
H 14.877 9.894 18.566
H 15.912 12.018 19.150
H 14.274 12.071 19.984
C 12.589 21.572 18.632
C 13.633 21.064 17.597
O 12.945 20.186 16.697
S 11.810 19.574 17.609
O 12.571 18.656 18.464
O 10.756 19.110 16.825
O 11.372 20.762 18.489
H 12.251 22.575 18.388
H 12.997 21.456 19.654
H 14.410 20.478 18.113
H 13.997 21.920 17.029
*
```

Entry 4:
Density functional theory data (ωB97M-V with the def2-TZVPD basis set) for an isolated ion of composition C4H12NS and charge +1 at a distorted geometry.

The orbital gap is 10.84 eV. As for the energy above the lowest of the compared OMol25 structures with the same formula, charge and spin: 23.7 kcal/mol. Its SMILES is C[C@@H](S)[NH+](C)C. The calculation puts the HOMO energy at -13.98 eV.

The geometry in ORCA input format:
```
! wB97M-V def2-TZVPD RIJCOSX def2/J DEFGRID3
* xyz 1 1
C 0.844 -1.748 -0.356
C -0.398 0.847 -1.237
C -1.395 0.371 0.940
C 0.986 -0.171 0.532
N -0.161 0.729 0.217
S 2.546 0.588 0.000
H 1.195 -1.581 -1.362
H 1.497 -2.416 0.185
H -0.185 -2.070 -0.305
H -0.790 -0.089 -1.626
H -1.115 1.639 -1.436
H 0.540 1.080 -1.735
H -1.751 -0.603 0.615
H -1.215 0.340 2.013
H -2.167 1.112 0.737
H 0.995 -0.413 1.590
H 0.125 1.664 0.535
H 2.798 1.247 1.137
*
```

Entry 5:
Density functional theory data (ωB97M-V with the def2-TZVPD basis set) for a 6-piece molecular cluster, C28H43N5O3P2S2 overall.

The orbital gap is 7.87 eV. Its SMILES is CCP(CC)[C@H]1CC[C@H]([PH2]=S)OS1(=O)=O.c1cc[nH]c1.c1cc[nH]c1.c1cc[nH]c1.c1cc[nH]c1.c1cc[nH]c1. The calculation puts the HOMO energy at -7.80 eV.

The geometry in ORCA input format:
```
! wB97M-V def2-TZVPD RIJCOSX def2/J DEFGRID3
* xyz 0 1
C 4.536 0.093 1.852
C 3.758 1.032 2.790
P 2.481 2.235 2.193
C 3.383 3.455 1.136
C 4.699 3.077 0.464
C 1.618 1.147 0.919
C 1.182 -0.190 1.538
C 0.115 -0.931 0.706
C -0.091 -0.385 -0.699
P 1.252 -0.699 -1.949
S 0.629 -1.318 -3.685
O -0.445 1.006 -0.732
S 0.167 2.006 0.365
O -0.776 2.080 1.433
O 0.567 3.167 -0.359
H 5.555 0.440 1.694
H 4.079 -0.001 0.867
H 4.594 -0.911 2.275
H 4.457 1.654 3.357
H 3.236 0.444 3.549
H 3.532 4.320 1.788
H 2.665 3.779 0.383
H 5.483 2.883 1.197
H 5.036 3.894 -0.176
H 4.601 2.194 -0.167
H 2.239 1.016 0.032
H 2.054 -0.819 1.702
H 0.765 0.039 2.521
H 0.361 -1.989 0.591
H -0.847 -0.897 1.218
H -0.926 -0.914 -1.165
H 2.084 -1.611 -1.278
H 2.011 0.478 -1.976
N 1.518 8.500 -1.569
C 2.162 8.401 -0.366
C 1.956 7.135 0.113
C 1.154 6.441 -0.837
C 0.902 7.313 -1.862
H 1.493 9.321 -2.144
H 2.705 9.234 0.046
H 2.329 6.750 1.049
H 0.803 5.426 -0.770
H 0.335 7.190 -2.768
N -4.898 3.606 0.716
C -3.568 3.676 1.036
C -3.299 4.965 1.411
C -4.513 5.699 1.315
C -5.481 4.832 0.884
H -5.371 2.780 0.401
H -2.924 2.818 0.969
H -2.335 5.339 1.715
H -4.657 6.744 1.536
H -6.528 4.984 0.682
N 0.464 -5.022 -0.914
C -0.365 -3.977 -1.220
C -1.475 -4.078 -0.422
C -1.307 -5.229 0.395
C -0.101 -5.791 0.065
H 1.345 -5.208 -1.357
H -0.096 -3.246 -1.965
H -2.316 -3.404 -0.424
H -1.993 -5.595 1.141
H 0.400 -6.664 0.447
N -2.677 -1.738 -5.004
C -3.249 -1.054 -6.040
C -4.486 -1.596 -6.269
C -4.666 -2.651 -5.332
C -3.530 -2.712 -4.567
H -1.766 -1.558 -4.617
H -2.732 -0.242 -6.522
H -5.185 -1.274 -7.023
H -5.526 -3.291 -5.234
H -3.256 -3.366 -3.757
N -1.012 -8.205 2.573
C 0.282 -8.649 2.555
C 0.713 -8.738 3.851
C -0.365 -8.334 4.684
C -1.415 -8.013 3.866
H -1.579 -8.048 1.760
H 0.783 -8.871 1.628
H 1.690 -9.062 4.168
H -0.370 -8.287 5.760
H -2.409 -7.667 4.094
*
```

Entry 6:
Density functional theory data (ωB97M-V with the def2-TZVPD basis set) for C32H43AuIN5O4S4 as an isolated structure.

The orbital gap is 6.19 eV. As for the energy above the lowest of the compared OMol25 structures with the same formula, charge and spin: 0.0 kcal/mol. The calculation puts the HOMO energy at -13.26 eV.

The geometry in ORCA input format:
```
! wB97M-V def2-TZVPD RIJCOSX def2/J DEFGRID3
* xyz 2 1
Au 0.380 -0.652 0.173
C 5.037 -2.728 0.862
N 3.587 -2.648 0.978
C 2.746 -2.821 -0.037
S 1.018 -2.848 0.345
N 3.198 -3.071 -1.238
C 2.441 -3.341 -2.461
H 5.473 -2.523 1.835
H 5.405 -1.980 0.157
H 5.353 -3.724 0.545
H 3.167 -2.620 1.892
H 4.203 -3.138 -1.339
H 1.380 -3.250 -2.262
H 2.681 -4.347 -2.801
H 2.724 -2.612 -3.217
C -4.744 -2.528 -0.282
C -4.949 -2.349 1.215
N -5.268 -0.975 1.594
C -6.593 -0.447 1.236
C -6.532 0.564 0.102
C -4.472 -0.179 2.327
O -4.784 0.924 2.742
C -3.056 -0.624 2.616
C -2.598 -0.775 3.919
C -1.248 -0.997 4.144
C -0.379 -1.010 3.071
N -0.826 -0.836 1.823
C -2.136 -0.670 1.590
H -4.480 -3.562 -0.503
H -3.948 -1.879 -0.656
H -5.654 -2.293 -0.835
H -4.067 -2.671 1.767
H -5.769 -2.986 1.553
H -7.023 0.013 2.124
H -7.212 -1.302 0.966
H -5.935 1.426 0.398
H -7.535 0.918 -0.135
H -6.105 0.125 -0.801
H -3.294 -0.705 4.745
H -0.864 -1.134 5.145
H 0.688 -1.123 3.190
H -2.434 -0.531 0.559
N 0.066 3.253 0.265
C -0.825 2.390 -0.167
O -0.672 1.149 -0.095
C -2.151 2.850 -0.710
I -2.111 4.694 -1.759
H 0.996 2.924 0.498
H -0.064 4.236 0.070
H -2.841 2.976 0.125
H -2.524 2.083 -1.382
O 1.493 -0.652 -1.456
C 1.442 0.417 -2.405
C 0.015 0.647 -2.881
C -0.510 1.655 -3.629
C -1.888 1.462 -3.939
C -2.377 0.299 -3.439
S -1.165 -0.583 -2.607
C 2.276 -0.099 -3.563
C 1.835 -0.776 -4.665
C 2.893 -1.203 -5.508
C 4.115 -0.842 -5.024
S 3.992 0.024 -3.558
C 2.131 1.633 -1.809
C 3.001 1.591 -0.757
C 3.631 2.842 -0.504
C 3.242 3.801 -1.389
S 2.118 3.197 -2.524
H 0.056 2.501 -3.990
H -2.476 2.156 -4.522
H -3.371 -0.107 -3.541
H 0.788 -0.950 -4.872
H 2.755 -1.733 -6.439
H 5.081 -1.009 -5.474
H 3.189 0.689 -0.194
H 4.359 3.013 0.277
H 3.569 4.827 -1.448
C 2.283 2.110 4.326
C 3.136 0.845 4.208
C 3.208 0.679 2.702
O 1.894 1.005 2.236
C 1.365 2.037 3.096
H 2.922 2.990 4.264
H 1.726 2.171 5.258
H 2.633 -0.015 4.657
H 4.114 0.949 4.674
H 3.431 -0.335 2.369
H 3.946 1.360 2.260
H 0.338 1.765 3.343
H 1.361 2.995 2.572
*
```

Question: What is the formula in the fifth record?
Answer: C28H43N5O3P2S2

Question: orbital gap of number 4 (C4H12NS)?
Answer: 10.84 eV

Question: The lowest HOMO energy belongs to which entry?
Answer: CH3N2OS